Entry 1:
# C4H9N3O

C4H9N3O as an isolated structure at a distorted geometry (ωB97M-V/def2-TZVPD, the OMol25 dataset).

Structure (XYZ):
```
17
Properties=species:S:1:pos:R:3:nbo_charge:R:1
C -0.2696 -1.4725 0.1712 0.57
N -1.3206 -1.2761 -0.6158 -0.88
C 1.1054 -0.0588 1.4867 0.13
N 0.4929 -0.2130 0.3819 -0.30
N 0.1199 -2.4242 0.9325 -0.80
H -1.7733 -0.0816 -0.5844 0.48
H -1.8533 -2.1043 -0.8347 0.38
H -0.4805 -3.2403 0.8726 0.36
H 1.7302 0.8118 1.6241 0.21
H 0.9708 -0.8203 2.2425 0.25
C 0.4736 0.8140 -0.6761 0.08
C 1.1998 1.9449 -0.5920 -0.52
O -1.6304 1.1682 -0.4465 -1.05
H -1.9489 1.7156 -1.1693 0.46
H 0.3173 0.3209 -1.6262 0.23
H 1.3595 2.4793 0.3340 0.19
H 1.5072 2.4363 -1.5004 0.22
```

The calculation puts the HOMO-LUMO gap at 7.341 eV. The HOMO energy is -8.22 eV. As for the total charge: 0.

=====

Entry 2:
# C2H3N3O

One molecule with the formula C2H3N3O (ωB97M-V/def2-TZVPD, the OMol25 dataset).

Structure (XYZ):
```
9
Properties=species:S:1:pos:R:3:nbo_charge:R:1
N 0.1572 1.6187 0.3088 -0.91
C -0.0398 0.3074 0.2185 0.26
C -0.4334 -0.9334 0.6634 -0.07
O -0.1387 -1.8330 -0.3417 -0.22
N 0.4087 -1.2115 -1.3784 0.17
N 0.4485 0.0155 -1.0424 -0.33
H 0.6641 1.2355 -1.0728 0.49
H -0.1890 2.1531 1.0950 0.39
H -0.8777 -1.3523 1.5497 0.23
```

The calculation puts the HOMO-LUMO gap at 8.503 eV. The HOMO energy is -8.12 eV. As for the total charge: 0.

=====

Question: Which value of HOMO-LUMO gap does entry 1 give?
Answer: 7.341 eV

=====

Question: Look up the total charge of the first one.
Answer: 0

=====

Question: Number 2 is which compound?
Answer: C2H3N3O